1.
The following is a DFT calculation (the ωB97M-V functional and the def2-TZVPD basis) of 2 unconnected molecules or ions with the total composition C4H14N2 in a non-equilibrium geometry.

As for the spin multiplicity: 2. The HOMO energy (spin up / spin down) is -13.48 / -12.60 eV. As for the expectation value of S²: 0.756. The value obtained for the frontier orbital gap (spin up / spin down) is 10.386 / 4.260 eV. Its charge is +1. The value obtained for the LUMO energy (spin up / spin down) is -3.1 / -8.3 eV. The calculation puts the energy above the lowest of the compared OMol25 structures with the same formula, charge and spin at 0.3910 eV.

Cartesian coordinates (Å):
1 C 1.83210 -1.23379 0.62314
2 C 1.35612 0.09050 0.01244
3 N 2.47833 0.99853 -0.14267
4 H 2.11987 -1.04722 1.65369
5 H 2.67988 -1.60964 0.05095
6 H 1.03970 -1.97989 0.56828
7 H 0.61006 0.53690 0.65708
8 H 0.85765 -0.10431 -0.95990
9 H 2.17454 1.95789 -0.27114
10 H 3.04662 0.71285 -0.93292
11 C -1.61377 0.95268 -0.97420
12 N -1.63747 -0.36398 -0.35252
13 C -2.34874 -0.48438 0.88705
14 H -1.11380 1.66095 -0.32187
15 H -2.62726 1.27476 -1.20580
16 H -1.05826 0.88855 -1.89496
17 H -1.91561 -1.06044 -1.04436
18 H -3.34494 -0.03092 0.76087
19 H -2.48881 -1.47540 1.21310
20 H -1.82681 0.08367 1.65496

2.
The following is a DFT calculation (the ωB97M-V functional and the def2-TZVPD basis) of a gas-phase ion, C20H17N4O11 (charge -1) in a non-equilibrium geometry.

The HOMO energy is -4.76 eV. The value obtained for the frontier orbital gap is 7.017 eV. Its charge is -1. The value obtained for the LUMO energy is 2.3 eV. The SMILES is COc1ccc(CC2([C@@H]3C(=[N+]([O-])[O-])C=C([N+](=O)[O-])c4no[n+]([O-])c43)C(=O)OC(C)(C)OC2=O)cc1. The calculation puts the energy above the lowest of the compared OMol25 structures with the same formula, charge and spin at 0.0047 eV.

Cartesian coordinates (Å):
1 C 2.33147 5.58365 -2.64968
2 O 2.65749 4.17328 -2.76843
3 C 1.86058 3.26977 -2.13365
4 C 2.15785 1.89633 -2.32516
5 C 1.35570 0.93871 -1.75616
6 C 0.30342 1.30951 -0.89326
7 C -0.70943 0.23207 -0.56571
8 C -0.56053 -0.61764 0.73500
9 C -1.63523 -1.73173 0.61765
10 C -0.98882 -3.06313 0.28501
11 N -0.17687 -3.56573 1.34723
12 O 0.33943 -4.69525 1.18423
13 O -0.04960 -2.91992 2.41458
14 C -1.29679 -3.96883 -0.73601
15 C -2.43556 -3.78775 -1.52894
16 N -2.71738 -4.68493 -2.66517
17 O -3.52920 -4.38181 -3.55771
18 O -2.02864 -5.72774 -2.72275
19 C -3.22509 -2.62160 -1.25882
20 N -4.43115 -2.31182 -1.85388
21 O -4.84585 -1.18878 -1.20117
22 N -3.90470 -0.81290 -0.14045
23 O -4.16784 0.10250 0.62431
24 C -2.82071 -1.64738 -0.30814
25 C -0.69781 0.45548 1.87533
26 O -1.49369 1.33199 1.78510
27 O 0.12240 0.40568 2.99253
28 C 1.53711 0.14919 2.84312
29 C 2.31961 1.35761 2.37287
30 C 2.09323 -0.31495 4.17657
31 O 1.68909 -0.96233 1.91901
32 C 0.89871 -1.12468 0.81771
33 O 1.40731 -1.62862 -0.14356
34 C 0.01929 2.67339 -0.67373
35 C 0.79504 3.64884 -1.28155
36 H 3.03942 6.11469 -3.29195
37 H 1.30149 5.78718 -2.97534
38 H 2.43823 5.92716 -1.61157
39 H 2.94640 1.61525 -3.01568
40 H 1.50737 -0.11272 -2.01266
41 H -1.70503 0.69317 -0.49651
42 H -0.74350 -0.47869 -1.41352
43 H -2.03702 -1.61851 1.69455
44 H -0.76068 -4.93293 -0.74263
45 H 1.93069 1.70757 1.41950
46 H 2.21862 2.17740 3.10199
47 H 3.36320 1.03460 2.23518
48 H 1.53254 -1.16048 4.55191
49 H 3.12296 -0.66119 4.04873
50 H 2.00077 0.46006 4.94266
51 H -0.87851 2.97548 -0.12162
52 H 0.55021 4.70147 -1.13937

3.
The following is a DFT calculation (the ωB97M-V functional and the def2-TZVPD basis) of 6 unconnected molecules or ions with the total composition C38H60N3O10PS6 in a non-equilibrium geometry.

The HOMO energy is -7.05 eV. The value obtained for the frontier orbital gap is 6.705 eV. The value obtained for the LUMO energy is -0.3 eV. The SMILES is C=CCc1c(N=C(C)C)ccc2c1Nc1c([PH2]=N)cccc1S2.O=S1(=O)CCCC1.O=S1(=O)CCCC1.O=S1(=O)CCCC1.O=S1(=O)CCCC1.O=S1(=O)CCCC1.

Cartesian coordinates (Å):
1 C 1.44331 0.81411 1.51071
2 C 1.45469 0.05098 0.31026
3 C 0.42345 0.27951 -0.87449
4 C -1.02149 0.06206 -0.31115
5 C -1.63997 1.16196 0.43454
6 N -0.95583 2.44153 0.61851
7 C -1.33436 3.25804 -0.31386
8 C -2.20012 2.84081 -1.56219
9 C -0.89696 4.77249 -0.28584
10 C -2.97872 1.06656 1.04669
11 C -3.73627 -0.16722 0.86686
12 C -3.11283 -1.23461 0.10658
13 C -1.78233 -1.17847 -0.49173
14 N -1.17091 -2.23598 -1.27029
15 C -2.08903 -2.90242 -2.16570
16 C -1.65087 -3.24872 -3.52735
17 P 0.05305 -2.87366 -4.17497
18 N 0.64725 -4.08961 -5.01551
19 C -2.56028 -3.91544 -4.47710
20 C -3.93400 -4.24524 -4.13575
21 C -4.38624 -3.90193 -2.77447
22 C -3.48485 -3.24631 -1.84242
23 S -4.06010 -2.77613 -0.16875
24 H 0.91803 0.49691 2.44801
25 H 1.96863 1.80744 1.56299
26 H 2.19682 -0.78481 0.16761
27 H 0.54570 1.28212 -1.36649
28 H 0.61908 -0.52011 -1.64344
29 H -3.24546 2.53628 -1.27765
30 H -2.33477 3.70873 -2.27049
31 H -1.69296 2.02291 -2.13854
32 H 0.11382 4.85686 -0.76859
33 H -0.93907 5.20976 0.73742
34 H -1.63589 5.33203 -0.92631
35 H -3.38843 1.93044 1.61192
36 H -4.75433 -0.21386 1.30518
37 H -0.62795 -2.88663 -0.69984
38 H 0.84174 -2.53668 -3.03692
39 H -0.04186 -1.73898 -5.04852
40 H -0.05240 -4.83609 -5.01596
41 H -2.19696 -4.17355 -5.50437
42 H -4.58164 -4.75105 -4.87999
43 H -5.45863 -4.17101 -2.53427
44 O -0.53623 7.47831 1.95565
45 S -0.87605 6.79419 3.18204
46 O -2.01525 5.91238 3.27794
47 C 0.57324 5.93443 3.77129
48 C 1.28800 6.96093 4.64261
49 C 0.19204 7.64712 5.46497
50 C -0.94855 7.99965 4.50631
51 H 1.16956 5.59460 2.93032
52 H 0.23770 5.08144 4.36277
53 H 2.03655 6.49140 5.27811
54 H 1.79328 7.69974 4.01289
55 H -0.17143 6.95822 6.23262
56 H 0.56602 8.53663 5.97444
57 H -1.92012 7.94030 4.99469
58 H -0.81312 8.98902 4.06905
59 O 3.15633 4.97021 3.72227
60 S 4.52704 4.56521 3.50666
61 O 5.18722 3.61155 4.36474
62 C 4.70160 4.03794 1.80950
63 C 5.05073 5.31393 1.05239
64 C 6.07190 6.04970 1.92568
65 C 5.54207 6.03506 3.36271
66 H 3.77694 3.57425 1.46851
67 H 5.52080 3.31849 1.76750
68 H 5.44873 5.09464 0.06118
69 H 4.15687 5.93237 0.92873
70 H 7.03153 5.52748 1.88191
71 H 6.23898 7.07016 1.57878
72 H 6.35050 5.98634 4.09089
73 H 4.91135 6.90096 3.56556
74 O -6.62404 -5.62998 -0.38877
75 S -6.90692 -6.37957 -1.58738
76 O -6.79688 -5.79458 -2.90317
77 C -5.96063 -7.89379 -1.54632
78 C -6.86350 -8.88327 -0.81899
79 C -8.26795 -8.66014 -1.38725
80 C -8.51677 -7.14928 -1.41650
81 H -5.01223 -7.72368 -1.03932
82 H -5.78574 -8.20525 -2.57737
83 H -6.52757 -9.91092 -0.96157
84 H -6.86151 -8.67260 0.25421
85 H -8.31684 -9.06101 -2.40347
86 H -9.02875 -9.17242 -0.79682
87 H -9.14484 -6.86069 -2.25793
88 H -8.95975 -6.79835 -0.48447
89 O 7.93514 0.88314 7.44306
90 S 7.14682 2.03011 7.82372
91 O 7.69162 3.36682 7.82978
92 C 5.63628 2.02267 6.87210
93 C 4.66988 1.18930 7.70570
94 C 4.87351 1.64065 9.15543
95 C 6.38226 1.69571 9.41115
96 H 5.82219 1.60582 5.88506
97 H 5.29293 3.05288 6.78517
98 H 3.63841 1.32802 7.37958
99 H 4.91450 0.12723 7.61216
100 H 4.44054 2.63580 9.29073
101 H 4.37934 0.97048 9.86052
102 H 6.64453 2.48783 10.11084
103 H 6.76210 0.74022 9.77295
104 O -1.45255 -4.06277 -8.58877
105 S -0.86016 -5.25940 -9.13708
106 O -1.57421 -6.51274 -9.19469
107 C -0.22264 -4.88160 -10.76294
108 C 1.19999 -4.39882 -10.50620
109 C 1.78091 -5.35378 -9.45856
110 C 0.73053 -5.51961 -8.35631
111 H -0.85121 -4.13330 -11.24291
112 H -0.22599 -5.80476 -11.34454
113 H 1.79223 -4.39335 -11.42228
114 H 1.18332 -3.38035 -10.10805
115 H 1.98433 -6.32310 -9.92301
116 H 2.72224 -4.98239 -9.05143
117 H 0.75908 -6.51687 -7.92022
118 H 0.84970 -4.76797 -7.57291

4.
The following is a DFT calculation (the ωB97M-V functional and the def2-TZVPD basis) of a molecular structure, C17H54N3O9 in a non-equilibrium geometry.

The HOMO energy is -11.37 eV. The value obtained for the frontier orbital gap is 9.269 eV. Its charge is +1. The value obtained for the LUMO energy is -2.1 eV. The calculation puts the energy above the lowest of the compared OMol25 structures with the same formula, charge and spin at 7.3774 eV.

Cartesian coordinates (Å):
1 N 0.39057 -1.19968 -0.26985
2 H 1.11847 -0.60487 -0.97509
3 H -0.50828 -1.17569 -0.75080
4 H 0.11192 -0.90568 0.50817
5 H 0.84555 -2.01921 -0.03598
6 C -3.03852 0.25647 -1.65371
7 O -2.48012 -0.00260 -0.31919
8 H -3.01889 -0.82620 -2.26233
9 H -2.69510 1.04194 -1.93349
10 H -4.18104 0.42548 -1.40820
11 H -3.21979 -0.47535 -0.02549
12 C -3.18819 -3.19873 0.48335
13 O -3.57329 -2.13249 1.26478
14 H -3.87088 -3.53646 -0.20698
15 H -3.13423 -4.18772 0.99325
16 H -2.35970 -2.98665 -0.12893
17 H -4.36383 -2.33425 1.57453
18 C 0.06315 -3.87059 -2.97493
19 O -0.87621 -2.68804 -2.96591
20 H 0.96828 -3.90172 -3.60756
21 H -0.64834 -4.69975 -3.22069
22 H 0.45264 -3.89409 -1.92234
23 H -1.71432 -2.97812 -3.39710
24 C 3.50277 -3.67580 -0.72618
25 O 2.93957 -2.59961 -1.50667
26 H 2.69590 -4.30474 -0.55608
27 H 4.08443 -3.47393 0.21354
28 H 4.02446 -4.49514 -1.19912
29 H 2.75402 -2.97811 -2.28336
30 C 1.36058 -0.27885 -2.90502
31 O 0.43708 -0.13955 -1.73652
32 H 1.06380 0.29292 -3.65198
33 H 0.94932 -1.23613 -3.28755
34 H 2.40932 0.08322 -2.76380
35 H -0.17539 0.47252 -1.86846
36 C 3.61423 0.54179 -0.13615
37 O 2.46322 1.22955 0.22178
38 C 2.05837 2.20694 -0.74093
39 C 0.71471 2.72151 -0.35298
40 N 0.27929 3.63427 -1.52512
41 C -0.95372 4.15360 -1.06866
42 C -1.36925 4.93387 -2.32148
43 O -2.52262 5.74642 -1.94715
44 C -3.24768 6.38776 -3.03400
45 H 4.50943 1.16738 -0.17057
46 H 3.82726 0.25775 -1.17478
47 H 3.95444 -0.33643 0.48979
48 H 1.88713 1.75498 -1.70930
49 H 2.81996 2.79641 -0.78591
50 H 0.87794 2.97819 0.55236
51 H 0.02813 1.89922 -0.18157
52 H 1.01991 4.26307 -1.48419
53 H -0.87585 4.72896 -0.20388
54 H -1.65218 3.49444 -0.69917
55 H -1.69466 4.17220 -3.10937
56 H -0.70340 5.89983 -2.79682
57 H -2.53452 7.14115 -3.46717
58 H -4.04284 7.04370 -2.64285
59 H -3.47482 5.74982 -3.92430
60 C 3.62899 -4.04132 3.13341
61 O 3.41173 -2.67565 3.02233
62 C 2.00421 -2.39661 2.90791
63 C 1.82515 -0.85708 3.05594
64 N 0.31459 -0.69289 2.89566
65 C -0.15078 0.61797 3.30524
66 C -1.65708 0.64275 3.09635
67 O -2.07363 1.91036 3.41125
68 C -3.46184 2.14988 3.47764
69 H 4.70041 -4.09017 3.31230
70 H 3.22312 -4.66936 2.40332
71 H 3.16573 -4.38641 4.11121
72 H 1.71108 -2.89537 3.83337
73 H 1.69058 -2.77873 1.99005
74 H 2.27335 -0.13371 2.50502
75 H 2.10772 -0.41913 3.98211
76 H 0.12890 -1.35859 3.74741
77 H 0.16728 1.44189 2.59092
78 H 0.26935 1.20691 4.34200
79 H -2.09949 -0.13403 3.85558
80 H -1.88951 0.39465 2.10545
81 H -3.75733 2.09970 4.58269
82 H -4.01491 1.59914 2.91105
83 H -3.62582 3.12658 3.13992